(1)
DFT (ωB97M-V/def2-TZVPD) results for C33H30IrN5O5S5Si as an isolated structure in a non-equilibrium geometry.

CARTESIAN COORDINATES (ANGSTROEM)
Ir1 -0.75637 0.79953 -0.84455
S1 -0.47627 1.67743 1.32445
C1 1.22983 2.23783 1.03975
N1 1.86443 2.86113 2.00715
N2 1.24743 2.80522 3.19525
C2 1.43243 3.62173 4.25255
C3 2.37923 4.65833 4.27635
C4 2.52603 5.42782 5.41035
C5 1.75173 5.19502 6.54085
C6 0.80093 4.18223 6.51625
C7 0.63743 3.40723 5.39345
N3 1.80273 2.00843 -0.10335
N4 1.17973 1.38353 -1.09695
C8 1.97653 1.23263 -2.20755
C9 1.51633 0.54343 -3.33595
C10 2.30293 0.41823 -4.45935
C11 3.58503 0.94803 -4.49005
C12 4.06533 1.60703 -3.36745
C13 3.28133 1.75913 -2.24675
H1 0.43183 2.18283 3.22815
H2 2.96643 4.83853 3.39025
H3 3.25003 6.23362 5.42555
H4 1.87293 5.80302 7.42815
H5 0.17763 4.00503 7.38465
H6 -0.11347 2.63013 5.36535
H7 0.53413 0.10723 -3.30085
H8 1.91263 -0.09927 -5.32435
H9 4.19733 0.85393 -5.37645
H10 5.07093 2.00943 -3.36715
H11 3.64843 2.27833 -1.37605
O1 0.03103 5.46472 -6.27945
C14 -0.29867 4.78512 -5.34105
S2 -0.24777 5.32662 -3.67035
C15 -0.81447 3.82913 -2.90345
C16 -1.12707 2.80703 -3.76595
S3 -1.72657 1.29113 -3.31335
S4 -0.88867 3.13442 -5.48995
S5 -0.93357 3.75093 -1.22835
O2 -4.72867 0.40013 0.68295
C17 -3.58797 -0.02547 0.52145
O3 -2.73537 0.47183 -0.26145
C18 -3.21557 -1.29507 1.30555
C19 -4.21867 -2.22387 1.55845
C20 -3.97947 -3.38927 2.28135
C21 -2.69717 -3.58278 2.73695
O4 -2.18667 -4.63038 3.48885
C22 -0.81537 -4.33198 3.65295
O5 -0.53027 -3.06908 3.11815
C23 -1.69337 -2.64707 2.50815
C24 -1.92677 -1.49737 1.79655
H12 -5.21747 -2.00707 1.20725
H13 -4.75697 -4.11248 2.47555
H14 -0.20227 -5.09467 3.13705
H15 -0.56307 -4.34218 4.72855
H16 -1.14717 -0.77407 1.64115
C25 -3.19297 -1.52197 -2.45795
Si1 -1.40697 -2.18258 -2.43815
C26 -0.66607 -1.98027 -4.21045
C27 -1.75857 -4.07787 -2.27475
N5 -0.37777 -1.45747 -1.24645
C28 0.58133 -2.09317 -0.52455
C29 0.98323 -3.42787 -0.74275
C30 1.91243 -4.05207 0.06165
C31 2.51813 -3.38448 1.11355
C32 2.19253 -2.05267 1.31335
C33 1.25463 -1.43377 0.52295
H17 -3.72577 -1.89417 -3.32965
H18 -3.22617 -0.44237 -2.49625
H19 -3.74017 -1.82747 -1.57185
H20 -1.03247 -2.74637 -4.88975
H21 0.41913 -2.04158 -4.20115
H22 -0.94097 -1.01557 -4.62715
H23 -2.69917 -4.32898 -2.75955
H24 -1.84007 -4.37808 -1.23425
H25 -0.99117 -4.68767 -2.74385
H26 0.54413 -3.97648 -1.55625
H27 2.17843 -5.08458 -0.14385
H28 3.23343 -3.88308 1.75265
H29 2.67413 -1.48357 2.09665
H30 1.01913 -0.40067 0.71885

Forces on atoms 1 to 6 (eV/Å):
Ir 0.1 -0.2 0.9
S 0.1 -0.3 -1.3
C -1.9 -0.5 0.6
N 1.2 0.6 -0.1
N -1.2 -1.0 -0.1
C 0.3 0.4 0.4

Its total charge is -2. For the HOMO energy (alpha / beta), the calculation gives -1.59 / -2.10 eV. Its multiplicity is 5. The value obtained for the HOMO-LUMO gap (alpha / beta) is 5.818 / 4.996 eV.

---

(2)
DFT (ωB97M-V/def2-TZVPD) results for C8H14FO2P in the gas phase in a non-equilibrium geometry.

CARTESIAN COORDINATES (ANGSTROEM)
C1 -0.43850 2.21277 1.34197
C2 -0.24394 0.90934 1.56067
C3 0.00410 0.41055 2.93259
C4 -0.09649 0.00022 0.44424
C5 -1.32196 -0.74513 0.19502
O1 -1.98580 -1.13833 1.13555
O2 -1.61292 -1.01393 -1.12133
C6 -2.61244 -1.91887 -1.41606
P1 0.95974 0.42404 -0.97307
C7 1.27073 -1.08838 -1.87174
C8 2.54192 1.09297 -0.26897
F1 0.95951 1.46946 -2.53383
H1 -0.59886 2.57040 0.30157
H2 -0.50359 2.90164 2.17850
H3 -0.89387 0.23184 3.46330
H4 0.31411 -0.63479 2.78049
H5 0.88693 1.00361 3.29505
H6 -2.29897 -2.77894 -2.11343
H7 -3.29537 -1.46071 -2.06964
H8 -3.11096 -2.27302 -0.56875
H9 0.18840 -1.36292 -2.07829
H10 1.77666 -1.73763 -1.30945
H11 1.72154 -1.02973 -2.82098
H12 3.27957 0.49334 -0.61980
H13 2.45175 1.37851 0.84793
H14 2.65872 2.08370 -0.71151

Forces on atoms 1 to 6 (eV/Å):
C -0.3 0.0 -0.8
C 0.3 2.1 -0.3
C 1.9 -1.5 -1.0
C 0.7 0.5 -3.9
C -0.2 -1.1 0.6
O -0.2 0.0 -0.9

The SMILES is C=C(C)C(C(=O)OC)=P(C)(C)F. For the HOMO energy, the calculation gives -8.66 eV. The value obtained for the HOMO-LUMO gap is 8.658 eV.

---

(3)
DFT (ωB97M-V/def2-TZVPD) results for C36H35GeN4O4SY as an isolated structure.

CARTESIAN COORDINATES (ANGSTROEM)
Y1 0.14226 0.75465 -0.67409
C1 -1.47684 -2.19292 -1.31042
O1 -1.41194 -1.14034 -0.34220
C2 -2.42436 -1.08423 0.60437
C3 -3.15878 -2.18489 0.99729
C4 -4.16428 -2.02254 1.94623
C5 -4.43564 -0.76950 2.47358
C6 -3.70693 0.33554 2.06150
C7 -2.68471 0.18936 1.13031
N1 -1.87700 1.22704 0.65260
N2 -2.47825 2.38800 0.61237
C8 -2.09923 3.27378 -0.26303
C9 -1.08288 2.91391 -1.36990
O2 -1.29123 1.67611 -1.95239
C10 -0.98771 3.97761 -2.42534
C11 -1.53849 5.17986 -2.30639
C12 -2.30636 5.57332 -1.12372
C13 -2.77803 6.87677 -0.98161
C14 -3.49582 7.25457 0.13883
C15 -3.76106 6.32958 1.14494
C16 -3.30549 5.03220 1.01646
C17 -2.57801 4.64194 -0.11016
H1 -2.44505 -2.17435 -1.81005
H2 -0.68285 -2.00210 -2.03008
H3 -1.30511 -3.16415 -0.84584
H4 -2.97057 -3.16010 0.57192
H5 -4.73734 -2.88336 2.26303
H6 -5.22011 -0.65054 3.20859
H7 -3.90697 1.32247 2.45398
H8 -0.41026 3.68789 -3.29308
H9 -1.41953 5.92165 -3.08765
H10 -2.57173 7.59665 -1.76413
H11 -3.85235 8.27227 0.23279
H12 -4.32191 6.62383 2.02203
H13 -3.51003 4.29905 1.78450
O3 0.09751 2.91507 -0.56920
S1 2.38279 2.46952 -2.85709
O4 3.18272 2.14659 -4.06324
N3 2.24771 1.12560 -1.85201
C18 3.29640 0.32572 -1.59550
C19 4.63561 0.53111 -2.00451
C20 5.63655 -0.31711 -1.61073
C21 5.37598 -1.43399 -0.79249
C22 4.10361 -1.70023 -0.37060
C23 3.78428 -2.85088 0.46016
C24 2.55484 -3.03130 0.92890
C25 1.45392 -2.05294 0.65243
N4 1.76227 -1.04727 -0.36617
C26 3.01755 -0.84275 -0.75429
C27 3.47262 3.51908 -1.85498
C28 4.64241 3.97866 -2.43749
C29 5.47578 4.82496 -1.71804
C30 5.12718 5.21467 -0.43358
C31 3.93682 4.77071 0.12915
C32 3.09681 3.92675 -0.58188
H14 4.85989 1.35119 -2.66466
H15 6.64887 -0.12534 -1.94190
H16 6.18256 -2.09417 -0.49769
H17 4.57665 -3.55733 0.67818
H18 2.31318 -3.89260 1.54077
H19 0.58479 -2.61808 0.29545
H20 4.88619 3.66033 -3.44317
H21 6.39547 5.18190 -2.16380
H22 5.77646 5.87549 0.12649
H23 3.65533 5.09174 1.12400
H24 2.14476 3.61391 -0.17296
C33 -0.96868 -1.42062 4.39072
Ge1 0.35899 -2.46839 3.41606
C34 1.84806 -2.94176 4.58746
C35 -0.48267 -4.09479 2.71504
C36 1.00927 -1.32585 1.93706
H25 -1.39995 -1.99505 5.21074
H26 -1.77566 -1.11954 3.71995
H27 -0.51118 -0.52170 4.80582
H28 1.50501 -3.61306 5.37546
H29 2.26572 -2.04995 5.05503
H30 2.64259 -3.43876 4.03118
H31 -0.47667 -4.86998 3.48208
H32 0.03887 -4.48437 1.84032
H33 -1.51777 -3.89552 2.43976
H34 1.84102 -0.71678 2.30394
H35 0.17293 -0.64530 1.71969

Forces on atoms 1 to 6 (eV/Å):
Y 0.3 0.6 -0.5
C 0.0 0.0 0.0
O 0.0 -0.1 0.0
C 0.0 0.1 0.0
C 0.0 0.0 0.0
C 0.0 0.0 0.0

For the HOMO energy (alpha / beta), the calculation gives -7.06 / -7.59 eV. The value obtained for the HOMO-LUMO gap (alpha / beta) is 5.508 / 6.288 eV.

---

(4)
DFT (ωB97M-V/def2-TZVPD) results for C9H21BiCl2O2P2 as an isolated structure in a non-equilibrium geometry.

CARTESIAN COORDINATES (ANGSTROEM)
C1 2.03700 2.35692 -2.28418
C2 1.91224 1.52336 -1.16244
H1 3.03361 2.47090 -2.69543
H2 1.69000 3.34887 -1.93467
H3 1.37205 1.94920 -3.02515
O1 2.15507 0.73454 -0.31586
Cl1 -0.29556 1.70894 -1.07359
Bi1 -1.01836 -0.61241 0.56337
P1 -0.00747 1.57230 2.17397
C3 1.24739 1.03765 3.38438
C4 0.60837 3.22143 1.66258
H4 0.58345 3.89556 2.53517
H5 -1.26894 2.79850 3.87904
H6 -0.01921 3.64981 0.86832
H7 -2.31590 2.23569 2.51964
H8 2.21848 0.95258 2.88416
H9 1.64464 3.18249 1.28828
C5 -1.48288 1.96074 3.19070
H10 1.29916 1.78721 4.18073
H11 -1.79165 1.06952 3.76362
H12 0.96874 0.06741 3.80633
P2 -0.61252 -1.64868 -2.09176
C6 0.35201 -3.18727 -2.03117
C7 -2.30842 -2.19549 -2.51590
H13 -0.54087 0.14478 -3.76932
H14 -0.22309 -1.48187 -4.47203
H15 1.07385 -0.60952 -3.58519
C8 -0.01447 -0.81385 -3.61182
H16 -2.97214 -1.32051 -2.39909
H17 -2.39934 -2.57760 -3.55030
H18 0.09803 -3.77914 -2.92030
H19 0.10546 -3.75471 -1.12411
H20 -2.64957 -2.96950 -1.80744
H21 1.42699 -2.95812 -2.03054
Cl2 -3.27053 -1.16434 1.24882
O2 0.11383 -3.41442 2.80097
C9 0.12191 -2.53862 2.05873

Forces on atoms 1 to 6 (eV/Å):
C 1.0 1.8 -0.7
C -0.8 -4.4 4.3
H 0.4 -0.3 0.2
H 0.0 -0.3 -0.5
H -0.4 0.1 -0.4
O 0.3 3.1 -3.2

Its total charge is +2. For the HOMO energy, the calculation gives -14.64 eV. The value obtained for the HOMO-LUMO gap is 6.496 eV.